P | ORCA calculation (wB97M-V/def2-TZVPD) on a molecular structure, ClH4NSi.

orbital gap: 9.42 eV
M: 81.578 g/mol
total charge: 0

Last column: Mulliken charge in e.
Geometry (Å):
Cl  2.755  -0.106  -0.496  -0.191
Si  1.170  0.258  0.737  0.642
N  -0.701  -1.095  0.058  -0.715
H  -0.711  -1.750  0.853  0.211
H  0.613  1.590  0.863  -0.061
H  -1.437  -0.487  0.182  0.198
H  1.404  -0.681  1.790  -0.084


Q | ORCA calculation (wB97M-V/def2-TZVPD) on 2 unconnected molecules or ions with the total composition ClH4NSi.

orbital gap: 10.01 eV
M: 81.578 g/mol
SMILES: N=[SiH2].Cl
total charge: 0

Last column: Mulliken charge in e.
Geometry (Å):
Cl  -4.265  -0.210  0.570  -0.236
Si  1.354  -0.009  -0.184  0.338
N  -0.163  0.394  0.071  -0.421
H  2.256  -1.076  -0.807  -0.065
H  -1.064  -0.188  0.005  0.211
H  -3.246  -0.719  1.210  0.237
H  2.552  0.865  0.183  -0.064


R | ORCA calculation (wB97M-V/def2-TZVPD) on a molecular structure, ClH4NSi.

orbital gap (spin up / spin down): 8.00 / 8.01 eV
M: 81.578 g/mol
total charge: 0

Last column: Mulliken charge in e.
Geometry (Å):
Cl  -0.562  0.055  -3.157  -0.133
Si  0.178  -0.258  0.036  0.355
N  -1.073  0.330  -0.918  -0.322
H  -1.464  1.228  -0.945  0.284
H  -0.488  -0.501  1.399  -0.057
H  1.413  0.665  0.393  -0.062
H  0.179  -1.507  -0.730  -0.067


It is P that is the most stable of them.


P | ORCA calculation (wB97M-V/def2-TZVPD) on 2 unconnected molecules or ions with the total composition H3N2O3S.

orbital gap: 7.77 eV
M: 111.102 g/mol
total charge: -1

Last column: Mulliken charge in e.
Geometry (Å):
S  1.114  -1.634  0.405  0.502
O  2.015  -2.637  -0.287  -0.669
O  -0.130  -1.520  -0.383  -0.600
O  -1.386  1.256  0.615  -0.699
N  2.280  -0.159  0.011  -0.078
N  3.325  -0.273  -0.620  -0.395
H  -1.434  0.241  0.320  0.366
H  3.531  -1.238  -1.033  0.258
H  -0.549  1.492  0.268  0.317


Q | ORCA calculation (wB97M-V/def2-TZVPD) on 2 unconnected molecules or ions with the total composition H3N2O3S.

orbital gap (spin up / spin down): 7.42 / 4.56 eV
M: 111.102 g/mol
total charge: -1

Last column: Mulliken charge in e.
Geometry (Å):
S  0.974  -0.426  0.161  0.820
O  1.326  -0.169  1.537  -0.573
O  -0.507  -2.731  -0.954  -0.865
O  1.957  0.005  -0.802  -0.527
N  -0.891  1.692  0.869  -0.562
N  -0.399  1.072  -0.137  0.031
H  -0.172  1.783  1.563  0.269
H  -1.254  0.874  -0.805  0.248
H  -1.034  -2.100  -1.432  0.160


It is P that is the most stable of them.


P | ORCA calculation (wB97M-V/def2-TZVPD) on C2H4O2S2 in the gas phase.

orbital gap: 6.13 eV
M: 124.186 g/mol
total charge: 0

Last column: Mulliken charge in e.
Geometry (Å):
S  1.748  -1.089  -0.090  -0.123
S  2.276  0.839  0.168  -0.438
O  -1.141  1.220  0.607  -0.392
O  -0.559  0.408  -1.409  -0.443
C  0.018  -0.900  0.586  -0.515
C  -0.501  0.314  -0.089  0.547
H  -1.390  1.972  0.047  0.385
H  0.046  -0.735  1.663  0.268
H  0.050  -0.227  -1.830  0.389
H  -0.548  -1.802  0.346  0.323


Q | ORCA calculation (wB97M-V/def2-TZVPD) on 2 unconnected molecules or ions with the total composition C2H4O2S2.

orbital gap: 8.79 eV
M: 124.186 g/mol
total charge: 0

Last column: Mulliken charge in e.
Geometry (Å):
S  1.309  1.698  -0.285  -0.167
S  2.225  -1.014  0.047  -0.140
O  -1.714  1.404  0.029  -0.531
O  -1.927  -0.575  -0.982  -0.426
C  0.877  0.071  0.000  -0.046
C  -1.758  0.218  0.112  0.334
H  -2.317  -1.481  -0.851  0.344
H  -1.789  -0.448  1.134  0.273
H  3.319  -0.117  0.414  0.127
H  0.023  2.164  -0.702  0.233


It is P that is the most stable of them.


P | ORCA calculation (wB97M-V/def2-TZVPD) on C2H4O2S2 in the gas phase.

orbital gap: 9.72 eV
M: 124.186 g/mol
total charge: 0

Last column: Mulliken charge in e.
Geometry (Å):
S  -0.824  1.594  -0.003  -0.150
S  -1.924  -0.269  0.365  0.575
O  -0.392  -1.239  -0.145  -0.436
O  -2.921  -0.423  -0.643  -0.416
C  0.789  0.753  -0.203  -0.525
C  0.788  -0.630  0.404  -0.332
H  0.795  0.769  -1.337  0.277
H  0.691  -0.561  1.440  0.274
H  1.498  1.350  0.132  0.456
H  1.498  -1.343  -0.012  0.276


Q | ORCA calculation (wB97M-V/def2-TZVPD) on C2H4O2S2 in the gas phase.

orbital gap: 8.35 eV
M: 124.186 g/mol
SMILES: O=S(=O)=CCS
total charge: 0

Last column: Mulliken charge in e.
Geometry (Å):
S  1.746  -1.291  0.160  -0.182
S  -1.811  -0.116  0.038  0.859
O  -2.946  0.019  0.905  -0.481
O  -2.006  -0.050  -1.382  -0.487
C  -0.360  0.489  0.616  -0.352
C  0.825  0.296  -0.208  -0.485
H  0.542  0.276  -1.261  0.370
H  2.779  -1.020  -0.630  0.122
H  1.539  1.099  -0.023  0.328
H  -0.308  0.298  1.785  0.307


It is P that is the most stable of them.